No. 1
An isolated molecule of C5H9IN2O4S, computed with ωB97M-V with the def2-TZVPD basis set.

```
22
Properties=species:S:1:pos:R:3
I 3.87 -0.74 -0.20
S -1.58 1.43 -0.13
O -2.57 0.74 0.57
O 2.28 0.79 -2.13
O -2.18 1.97 -1.57
O -0.96 2.62 0.39
N -0.42 0.31 -0.65
N 1.22 1.26 1.09
C 0.05 -0.81 0.09
C 0.26 -2.02 -0.80
C 2.13 0.38 -1.04
C -0.62 -1.10 1.45
C 0.95 0.42 -0.06
H 0.79 -1.91 -1.64
H -0.70 -2.39 -1.07
H -1.51 -1.73 1.23
H 0.17 -1.60 2.10
H 0.35 1.72 1.36
H 0.71 -2.86 -0.27
H -3.14 1.69 -1.64
H 1.73 2.14 0.84
H -0.85 -0.29 2.07
```

Calculated values
SMILES	CC1(C)N(S(=O)(=O)O)[C@]1(N)C(=O)I
orbital gap	9.9	eV
electronic energy	-1302.2005	a.u.

No. 2
A structure of composition C31H25Cl2F12MgN4O3, computed with ωB97M-V with the def2-TZVPD basis set.

```
78
Properties=species:S:1:pos:R:3
Cl 5.17 3.10 -2.79
Cl 3.06 1.72 1.99
Mg 0.27 -1.37 -0.73
F 3.01 -2.66 1.25
F -2.25 1.77 -2.82
F -2.25 -2.49 -2.38
F -3.05 -2.27 -0.39
F -2.66 -0.06 -3.87
F 0.93 -5.80 -0.57
F 0.83 -5.97 1.58
F -4.18 0.86 -2.65
F 3.05 -4.79 0.99
F -0.89 -5.28 0.49
F -4.20 -1.61 -2.07
F 2.93 -3.50 -0.73
O 1.63 -0.38 0.38
O 0.35 -3.20 -0.59
O -0.91 -0.27 -1.83
N -0.30 5.59 -1.81
N 0.23 2.10 -0.56
N -0.98 -1.21 0.88
N 1.83 -0.82 -2.23
C 2.70 -0.32 -4.38
C 4.15 2.01 -1.85
C -1.19 -1.78 3.25
C -3.11 2.46 1.09
C 3.43 0.98 -2.49
C 0.84 -4.00 5.57
C 0.87 -3.67 0.56
C 2.60 0.17 -1.70
C 1.88 -1.06 -3.51
C 0.49 3.32 -1.24
C -0.75 4.18 -1.44
C -3.16 1.63 -0.03
C -2.44 0.45 -0.15
C 3.23 1.37 0.29
C -2.94 -1.68 -1.57
C 4.05 2.19 -0.49
C -0.61 -1.96 1.98
C 0.30 -3.32 4.33
C 2.44 0.35 -0.26
C -1.66 -0.03 0.96
C 0.81 -3.61 3.07
C 2.48 -3.65 0.52
C -2.24 2.07 2.11
C -0.75 -2.43 4.38
C 0.36 -3.03 1.89
C 3.46 0.70 -3.88
C -2.25 -0.24 -1.52
C -3.92 3.73 1.17
C -1.55 0.87 2.05
C -2.87 0.57 -2.71
C 0.45 -5.20 0.54
H 0.14 5.57 -2.73
H -2.03 -1.09 3.33
H -3.80 1.95 -0.85
H -3.45 4.57 0.65
H 2.71 -0.55 -5.44
H -0.86 0.62 2.84
H 0.69 -5.08 5.53
H -4.07 4.03 2.21
H -2.10 2.72 2.97
H 0.94 3.09 -2.22
H 1.23 3.92 -0.68
H -1.32 4.24 -0.51
H 1.92 -3.83 5.68
H -0.21 1.34 -1.09
H 1.24 -1.86 -3.88
H -0.20 2.21 0.35
H -1.07 6.26 -1.83
H 4.62 2.97 -0.01
H 0.35 -3.62 6.46
H 1.60 -4.36 3.01
H -1.25 -2.23 5.33
H -4.91 3.59 0.72
H 0.40 5.90 -1.14
H -1.39 3.82 -2.23
H 4.10 1.29 -4.53
```

Calculated values
charge	-1
orbital gap	3.5	eV
electronic energy	-3960.1745	a.u.

No. 3
A structure of composition C3H2N2O4P, computed with ωB97M-V with the def2-TZVPD basis set.

```
12
Properties=species:S:1:pos:R:3
P -0.44 -2.06 -0.33
O 0.91 -2.14 -0.90
O -1.11 -0.58 -1.03
O -0.23 -1.40 1.17
O -1.45 -3.15 -0.28
N -0.42 0.30 -0.31
N 0.75 0.81 1.49
C 0.75 1.83 0.61
C -0.07 1.59 -0.45
C 0.01 -0.11 0.86
H -0.07 2.08 -1.41
H 1.37 2.83 0.59
```

Calculated values
charge	-1
orbital gap	8.8	eV
electronic energy	-867.4702	a.u.

| no. | HOMO level (eV) |
| --- | --- |
| 1 | -9.67 |
| 2 | -3.26 |
| 3 | -4.87 |